C7H17CuO3 | ωB97M-V/def2-TZVPD

```
28
Properties=species:S:1:pos:R:3:mulliken_charge:R:1
C 2.076 1.556 -0.045 -0.441
C 1.577 0.860 -1.309 -1.302
O 0.734 -0.864 -0.920 -0.571
C -0.026 -1.526 -1.883 -0.482
C -0.837 -2.630 -1.231 -0.382
O -1.569 -2.042 -0.170 -0.176
C -2.388 -2.931 0.550 -0.756
H 2.620 0.828 0.579 0.238
H 2.799 2.329 -0.342 0.307
H 2.415 0.269 -1.714 0.349
H 0.606 1.295 -1.602 0.367
H 0.604 -1.973 -2.676 0.293
H -0.729 -0.818 -2.371 0.239
H -0.175 -3.420 -0.832 0.329
H -1.525 -3.092 -1.960 0.360
H -3.018 -2.337 1.222 0.233
H -3.033 -3.500 -0.139 0.290
H -1.782 -3.640 1.139 0.308
C -0.476 1.833 2.601 -0.778
O 0.359 1.271 1.613 -0.147
C 1.010 2.231 0.796 -0.479
H -0.911 1.013 3.184 0.233
H 0.109 2.501 3.253 0.314
H -1.298 2.409 2.144 0.343
H 1.460 2.992 1.457 0.370
H 0.260 2.724 0.152 0.348
Cu -0.446 -0.439 0.666 0.255
H 2.019 1.757 -2.531 0.338
```

E in eV: -58310.55787
Relative energy (zero: lowest compared OMol25 entry of this formula, charge and spin) in kcal per mole: 51.5
Multiplicity: 1
Gap between HOMO and LUMO in eV: 6.3
HOMO energy in eV: -6.1



C2ClN3O4 | ωB97M-V/def2-TZVPD

```
10
Properties=species:S:1:pos:R:3:mulliken_charge:R:1
C 0.429 2.217 0.014 0.485
C -0.316 -1.163 -0.409 0.204
N 0.449 3.360 -0.081 -0.367
N 0.016 -1.758 0.875 0.910
N -0.227 0.100 -0.779 0.698
O -0.286 -2.944 1.029 -0.516
O -0.472 0.592 -1.830 -0.559
O 0.487 -1.003 1.738 -0.507
O 0.232 0.987 0.301 -0.278
Cl -0.764 -2.267 -1.652 -0.069
```

E in eV: -27247.70294
Relative energy (zero: lowest compared OMol25 entry of this formula, charge and spin) in kcal per mole: 28.9
Multiplicity: 1
Gap between HOMO and LUMO in eV: 8.8
SMILES string: N#CO/[N+]([O-])=C(/Cl)[N+](=O)[O-]
HOMO energy in eV: -10.9



C4H12N2O | ωB97M-V/def2-TZVPD

```
19
Properties=species:S:1:pos:R:3:mulliken_charge:R:1
N 0.514 -1.596 0.845 -0.601
C 0.455 -0.788 -0.350 0.440
C 1.776 -0.675 -1.060 -0.760
O 2.370 -1.916 -1.355 -0.536
C -0.079 0.646 -0.104 -0.935
N -1.282 0.679 0.662 -0.167
C -2.228 1.774 0.521 -0.917
H -0.238 -2.254 0.896 0.223
H 0.679 -1.071 1.687 0.209
H -0.315 -1.195 -1.007 0.286
H 1.582 -0.131 -1.984 0.320
H 2.467 -0.075 -0.468 0.312
H 2.477 -2.363 -0.490 0.328
H -0.269 1.133 -1.077 0.434
H 0.719 1.286 0.322 0.271
H -1.219 0.270 1.573 0.209
H -1.822 2.564 -0.117 0.295
H -2.423 2.261 1.469 0.331
H -3.163 1.451 0.036 0.258
```

E in eV: -9369.52459
Relative energy (zero: lowest compared OMol25 entry of this formula, charge and spin) in kcal per mole: 38.5
Multiplicity: 1
Gap between HOMO and LUMO in eV: 9.4
SMILES string: CNC[C@H](N)CO
HOMO energy in eV: -8.4



C17H50CrO21P5 | ωB97M-V/def2-TZVPD

```
94
Properties=species:S:1:pos:R:3:mulliken_charge:R:1
Cr -0.130 0.088 0.072 -1.033
C -0.768 -1.883 3.886 -0.918
C -1.658 -1.247 2.807 -0.251
O -1.017 -1.002 1.634 0.566
H 0.074 -1.235 4.116 -0.009
H -0.442 -2.836 3.454 0.243
H -1.314 -2.220 4.771 0.401
H -2.195 -0.377 3.241 -0.228
H -2.511 -1.951 2.674 0.205
C -3.893 4.734 0.378 -0.796
O -3.168 3.576 -0.050 -0.250
P -2.815 2.385 0.930 -0.723
O -1.584 1.664 0.572 1.196
O -4.158 1.519 0.966 -0.262
C -4.313 0.370 0.158 -0.410
O -2.823 3.050 2.362 -0.284
C -2.284 2.404 3.518 -0.589
H -4.294 5.179 -0.532 0.249
H -3.198 5.436 0.837 0.272
H -4.735 4.536 1.040 0.331
H -4.268 -0.540 0.759 0.237
H -3.537 0.215 -0.600 -0.159
H -5.247 0.377 -0.403 0.423
H -2.179 3.198 4.261 0.317
H -1.273 2.021 3.393 0.072
H -2.981 1.674 3.920 0.317
C 5.170 -2.328 0.666 -0.838
O 3.946 -1.636 0.456 -0.174
P 2.626 -2.226 -0.180 -0.714
O 1.568 -1.221 -0.252 1.719
O 2.365 -3.554 0.674 -0.252
C 1.818 -3.379 1.981 -0.248
O 3.154 -2.814 -1.562 -0.290
C 2.300 -3.642 -2.338 -0.526
H 5.066 -2.902 1.590 0.279
H 6.014 -1.648 0.667 0.238
H 5.316 -3.093 -0.102 0.319
H 1.859 -4.281 2.578 0.425
H 0.789 -3.013 1.888 -0.432
H 2.217 -2.520 2.537 0.180
H 2.840 -4.523 -2.694 0.359
H 1.960 -3.123 -3.233 0.145
H 1.460 -4.071 -1.791 0.182
C 0.864 3.809 2.257 -0.078
O 1.298 2.743 3.109 -0.436
P 1.950 1.471 2.390 -0.554
O 1.399 1.178 1.057 1.130
O 3.503 1.755 2.418 -0.265
C 4.156 2.442 1.353 -0.220
O 1.787 0.330 3.476 0.161
C 2.652 0.283 4.625 -1.008
H -0.226 3.798 2.206 -0.091
H 1.191 3.696 1.223 -0.073
H 1.140 4.808 2.588 0.434
H 4.867 1.804 0.833 0.273
H 4.608 3.355 1.732 0.329
H 3.457 2.755 0.571 -0.215
H 2.222 0.913 5.401 0.290
H 3.683 0.588 4.455 0.379
H 2.753 -0.765 4.902 0.247
C -1.731 -4.055 0.413 -0.456
O -1.082 -3.833 -0.860 -0.312
P -1.542 -2.622 -1.755 -0.228
O -1.144 -1.309 -1.242 1.755
O -0.909 -3.040 -3.149 -0.252
C -1.023 -2.189 -4.307 -0.679
O -3.112 -2.790 -1.921 -0.237
C -3.590 -4.021 -2.496 -0.807
H -0.921 -3.996 1.131 0.077
H -2.198 -5.040 0.436 0.340
H -2.520 -3.336 0.630 0.219
H -1.796 -2.481 -5.018 0.300
H -0.061 -2.393 -4.782 0.265
H -1.118 -1.130 -4.074 0.181
H -4.663 -4.012 -2.311 0.234
H -3.128 -4.918 -2.095 0.350
H -3.499 -3.972 -3.581 0.252
C 2.093 1.653 -4.998 -0.900
O 1.751 1.224 -3.683 -0.140
P 0.474 1.780 -2.925 -0.766
O 0.261 1.284 -1.569 1.506
O 0.626 3.359 -2.978 -0.230
C 1.538 4.059 -2.135 -0.515
O -0.683 1.416 -3.946 -0.205
C -2.008 1.922 -3.659 -0.501
H 1.324 2.137 -5.599 0.368
H 2.525 0.854 -5.597 0.246
H 2.895 2.382 -4.843 0.295
H 1.024 4.957 -1.783 0.270
H 2.323 4.491 -2.759 0.321
H 1.914 3.473 -1.300 -0.012
H -1.963 3.001 -3.547 0.316
H -2.517 1.430 -2.827 0.058
H -2.596 1.593 -4.516 0.296
```

E in eV: -136311.21672
Expectation value of S²: 6.005
Multiplicity: 5
Charge: +1
Gap between HOMO and LUMO (spin up / spin down) in eV: 7.3 / 8.1
HOMO energy (spin up / spin down) in eV: -8.8 / -9.6



C5H13N2 | ωB97M-V/def2-TZVPD

```
20
Properties=species:S:1:pos:R:3:mulliken_charge:R:1
C -1.769 1.627 1.561 -1.222
C -1.622 0.848 0.272 -0.317
C -0.970 -0.552 0.291 -0.488
C 0.622 -0.652 0.512 -0.702
N 2.319 -1.621 -1.813 -0.358
C 1.876 -0.357 -1.558 0.208
N 1.436 0.063 -0.398 -0.110
H -1.079 1.367 2.283 0.347
H -1.655 2.752 1.444 0.287
H -2.704 1.395 1.926 0.378
H -2.702 0.508 0.043 0.252
H -1.159 1.477 -0.515 0.332
H -1.409 -1.241 1.214 0.292
H -1.204 -0.954 -0.663 0.307
H 1.025 -1.705 0.556 0.327
H 0.797 -0.212 1.571 0.280
H 2.835 -2.092 -1.060 0.273
H 2.352 -2.081 -2.724 0.253
H 1.935 0.399 -2.388 0.340
H 1.076 1.030 -0.554 0.321
```

E in eV: -8368.33647
Relative energy (zero: lowest compared OMol25 entry of this formula, charge and spin) in kcal per mole: 57.0
Multiplicity: 1
Charge: +1
Gap between HOMO and LUMO in eV: 10.2
SMILES string: CCCC/[NH+]=C\N
HOMO energy in eV: -14.5



C4H7NS | ωB97M-V/def2-TZVPD

```
13
Properties=species:S:1:pos:R:3:mulliken_charge:R:1
C 0.074 -1.913 -4.116 -0.049
C 0.752 0.946 2.831 -0.381
C 0.157 0.602 3.949 -0.194
C -0.064 -0.471 -3.967 -0.232
N -0.331 -1.256 -5.104 -0.361
S -1.590 0.812 4.561 -0.209
H 0.757 -2.741 -3.938 0.260
H 1.775 0.550 2.662 0.247
H 0.067 1.457 2.080 0.176
H 0.615 0.010 4.761 0.237
H -0.920 0.063 -3.575 0.201
H 0.848 0.093 -3.953 0.182
H -2.141 1.851 3.810 0.124
```

E in eV: -16582.55982
Relative energy (zero: lowest compared OMol25 entry of this formula, charge and spin) in kcal per mole: 100.8
Multiplicity: 1
Gap between HOMO and LUMO in eV: 9.9
SMILES string: C1=NC1.C=CS
HOMO energy in eV: -9.0